Below is a molecular structure, C27H33Br2ClN2O2Ta, with properties calculated with the ωB97M-V functional and the def2-TZVPD basis.

Summary:
total charge: +3
lowest unoccupied orbital energy: -0.385 Eh
E_HOMO: -0.634 Ha
ΔE to the lowest compared entry with this formula, charge and spin: 30.05 kcal per mole

Element x y z (Å)
Ta  -0.195  1.079  0.168
C  -0.407  0.819  -3.693
C  0.139  -0.153  -2.698
C  -0.186  -1.487  -2.829
C  0.580  -2.489  -2.218
C  0.269  -3.923  -2.480
C  1.716  -2.135  -1.475
C  2.031  -0.813  -1.266
C  3.375  -0.397  -0.764
C  1.131  0.217  -1.711
H  0.121  0.634  -4.634
H  -0.212  1.864  -3.457
H  -1.465  0.649  -3.891
H  -0.959  -1.776  -3.532
H  0.573  -4.179  -3.499
H  -0.803  -4.115  -2.419
H  0.804  -4.584  -1.800
H  2.391  -2.907  -1.127
H  3.963  -0.090  -1.634
H  3.906  -1.213  -0.280
H  3.333  0.468  -0.098
H  1.606  1.193  -1.830
Br  -1.984  0.511  1.752
C  -4.070  -2.820  1.524
Br  -4.182  -2.317  -0.264
H  -4.442  -2.077  2.222
H  -4.400  -3.836  1.723
C  4.139  -1.015  3.918
C  3.791  -0.943  2.430
C  2.718  -1.938  2.027
C  3.132  -3.277  2.096
C  2.309  -4.331  1.768
C  1.018  -4.056  1.352
C  0.557  -2.746  1.253
C  -0.882  -2.615  0.759
C  -1.544  -2.927  2.043
C  1.406  -1.671  1.598
N  0.956  -0.276  1.503
C  1.289  0.451  2.555
C  1.177  1.853  2.490
C  1.467  2.884  3.356
C  1.213  4.097  2.662
C  0.771  3.776  1.414
N  0.730  2.390  1.260
H  4.916  -0.291  4.161
H  4.515  -1.999  4.192
H  3.284  -0.819  4.569
H  4.687  -1.184  1.853
H  3.546  0.081  2.145
H  4.148  -3.477  2.413
H  2.666  -5.349  1.829
H  0.357  -4.868  1.074
H  -1.086  -3.361  -0.007
H  -1.156  -1.636  0.377
H  -1.539  -3.959  2.384
H  -2.887  -2.873  1.784
H  -1.535  -2.183  2.834
H  1.660  -0.018  3.456
H  1.843  2.785  4.363
H  1.353  5.092  3.050
H  0.474  4.408  0.593
Cl  -2.649  3.860  0.278
C  -2.469  3.508  -1.465
C  -1.449  2.426  -1.395
O  -1.761  1.212  -1.184
O  -0.210  2.654  -1.164
H  -2.101  4.398  -1.966
H  -3.418  3.149  -1.849

natural (NBO) analysis output, partial charges in e: 2.139, -0.677, 0.143, -0.249, 0.166, -0.677, -0.296, 0.168, -0.663, -0.556, 0.287, 0.223, 0.252, 0.242, 0.285, 0.242, 0.237, 0.247, 0.276, 0.243, 0.226, 0.277, -0.153, -0.441, 0.205, 0.265, 0.273, -0.604, -0.445, 0.004, -0.149, -0.170, -0.212, 0.061, -0.512, -0.115, 0.074, -0.645, 0.232, -0.046, -0.039, -0.247, 0.074, -0.704, 0.248, 0.234, 0.196, 0.247, 0.206, 0.248, 0.262, 0.233, 0.264, 0.235, 0.265, 0.133, 0.254, 0.252, 0.271, 0.283, 0.258, 0.076, -0.473, 0.815, -0.650, -0.669, 0.285, 0.283

Below is a molecular structure, C27H33BrIrN3O2Se2, with properties calculated with the ωB97M-V functional and the def2-TZVPD basis.

Summary:
total charge: +2
lowest unoccupied orbital energy: -0.249 Eh
E_HOMO: -0.481 Ha
ΔE to the lowest compared entry with this formula, charge and spin: 0.00 kcal per mole

Element x y z (Å)
Ir  0.293  1.414  -1.001
C  3.808  1.344  0.037
Se  2.622  1.087  -1.482
C  3.054  2.693  -2.528
C  2.369  3.946  -2.034
Se  0.438  3.630  -1.913
C  -0.091  5.083  -0.743
H  4.762  0.917  -0.262
H  3.389  0.803  0.882
H  3.909  2.396  0.280
H  2.769  2.449  -3.551
H  4.138  2.793  -2.495
H  2.498  4.759  -2.748
H  2.731  4.274  -1.062
H  0.235  6.000  -1.231
H  0.349  4.969  0.242
H  -1.176  5.069  -0.692
C  -2.769  2.246  -0.344
O  -1.842  1.341  -1.005
C  -2.321  0.075  -1.381
C  -3.612  -0.140  -1.817
C  -3.969  -1.426  -2.212
Br  -5.717  -1.736  -2.820
C  -3.058  -2.468  -2.174
C  -1.763  -2.244  -1.718
C  -1.408  -0.962  -1.323
O  -0.112  -0.660  -0.892
C  -0.740  -3.298  -1.713
N  -0.545  -4.153  -2.644
C  0.608  -4.865  -2.268
C  1.237  -5.918  -2.919
C  2.355  -6.459  -2.310
C  2.836  -5.965  -1.091
C  2.221  -4.906  -0.443
C  1.105  -4.373  -1.064
N  0.254  -3.298  -0.695
H  -3.273  2.849  -1.096
H  -2.176  2.857  0.330
H  -3.488  1.661  0.226
H  -4.330  0.666  -1.869
H  -3.336  -3.460  -2.499
H  0.424  -1.508  -0.849
H  0.855  -6.297  -3.856
H  2.869  -7.286  -2.780
H  3.708  -6.423  -0.645
H  2.595  -4.531  0.501
H  -0.082  -3.291  0.265
C  -1.260  -1.315  3.956
N  -1.826  -0.473  2.923
C  -2.906  0.402  3.320
C  -1.004  -0.049  1.830
C  -0.100  1.179  2.007
C  0.114  1.628  3.313
C  0.943  2.690  3.622
C  1.605  3.346  2.599
C  1.403  2.929  1.294
C  0.558  1.868  0.977
H  -2.061  -1.885  4.430
H  -0.721  -0.787  4.753
H  -0.567  -2.029  3.507
H  -3.631  -0.161  3.908
H  -3.423  0.771  2.430
H  -2.600  1.273  3.915
H  -1.666  0.121  0.980
H  -0.359  -0.892  1.563
H  -0.396  1.115  4.113
H  1.073  2.996  4.651
H  2.271  4.174  2.806
H  1.935  3.447  0.512

natural (NBO) analysis output, partial charges in e: 0.615, -0.770, 0.632, -0.580, -0.571, 0.612, -0.772, 0.260, 0.263, 0.242, 0.259, 0.273, 0.272, 0.237, 0.262, 0.256, 0.254, -0.255, -0.555, 0.208, -0.259, -0.078, 0.160, -0.163, -0.118, 0.285, -0.746, 0.346, -0.377, 0.142, -0.203, -0.195, -0.179, -0.226, 0.075, -0.643, 0.215, 0.219, 0.224, 0.257, 0.269, 0.555, 0.244, 0.237, 0.234, 0.224, 0.424, -0.401, -0.460, -0.404, -0.227, -0.026, -0.203, -0.189, -0.197, -0.303, -0.092, 0.218, 0.174, 0.194, 0.224, 0.180, 0.177, 0.181, 0.195, 0.232, 0.242, 0.234, 0.188